[1]
H9O4 | ωB97M-V/def2-TZVPD

XYZ file:
```
13
Properties=species:S:1:pos:R:3:forces:R:3:mulliken_spin:R:1
O -0.5670 -3.1133 2.1106 -0.195 -0.842 0.155 0.31
H 0.2765 -3.5880 2.1479 -0.210 0.175 -0.039 -0.06
H -1.2566 -3.7519 2.3700 0.424 0.386 -0.192 -0.05
O 2.1107 3.7729 -4.5732 0.305 0.060 0.052 0.04
H 1.9757 2.8207 -4.5460 -0.169 0.088 -0.013 -0.01
H 1.3297 4.1594 -4.9737 -0.136 -0.144 -0.023 0.00
O -0.1714 0.4869 0.1316 0.004 -0.070 -0.837 1.00
H -0.3592 0.2251 -0.8256 -0.187 -0.259 0.215 -0.17
H 0.3544 1.3455 0.0600 -0.073 -0.075 0.514 -0.03
O -0.7920 -0.5240 2.2228 0.346 -0.458 -0.289 0.46
H -1.5776 -0.2490 2.7081 -0.191 -0.119 -0.079 -0.14
H -0.5857 -0.0675 1.0575 0.349 0.922 -0.019 -0.22
H -0.7376 -1.5169 2.1101 -0.268 0.336 0.554 -0.12
```
Positions in Å, forces in eV/Å.

Values from the calculation:
Spin multiplicity: 2
Energy above the lowest of the compared OMol25 structures with the same formula, charge and spin in kcal/mol: 9.10
HOMO (alpha / beta) in eV: -3.44 / -11.13
Total charge: 0



[2]
H9O4 | ωB97M-V/def2-TZVPD

XYZ file:
```
13
Properties=species:S:1:pos:R:3:forces:R:3:lowdin_charge:R:1
O 1.4059 -1.2138 -0.8135 2.258 -0.658 0.183 0.09
H 1.0534 -2.0306 -1.1772 -1.012 0.113 -0.223 0.13
H 2.3513 -1.4855 -0.6503 -1.077 0.957 0.029 0.16
O -1.6027 0.5006 -0.4387 -5.959 -2.536 0.891 0.11
H -2.5099 0.4915 -0.7631 0.486 0.487 -0.244 0.15
H -0.7603 0.8994 -0.5848 0.729 2.271 -2.559 -0.10
O -0.5909 -0.3832 1.4813 1.044 2.497 0.508 -0.11
H -0.6545 -0.0423 2.4019 -0.257 -0.557 -0.711 0.10
H -1.2976 0.2002 0.6544 -0.938 -1.624 0.922 0.05
O 0.3900 0.9613 -0.1605 7.069 -0.134 -0.665 0.02
H 1.0845 1.6289 -0.2833 -0.306 0.391 0.274 0.17
H 0.1765 0.4988 0.9092 -0.970 -1.688 1.127 0.11
H 0.9544 -0.0252 -0.5752 -1.067 0.482 0.467 0.14
```
Positions in Å, forces in eV/Å.

Values from the calculation:
Energy above the lowest of the compared OMol25 structures with the same formula, charge and spin in kcal/mol: 79.60
HOMO in eV: -16.00
Total charge: +1



[3]
H9O4 | ωB97M-V/def2-TZVPD

XYZ file:
```
13
Properties=species:S:1:pos:R:3:forces:R:3:lowdin_charge:R:1
O 1.9963 1.3655 0.7921 -0.007 -0.039 -0.030 0.02
H 2.0751 2.2586 0.4654 -0.184 0.554 -0.288 0.09
H 2.8059 1.2395 1.2841 0.333 -0.453 0.268 0.09
O -1.0441 -0.1338 -2.2893 -0.894 1.391 0.411 0.02
H -0.9893 -0.5005 -3.1607 0.206 -0.470 -0.786 0.09
H -1.5467 0.7086 -2.3736 0.394 -0.839 -0.022 0.12
O -0.9463 -1.4838 1.6215 -1.191 -0.635 1.000 -0.01
H -1.9079 -1.6467 1.5300 0.643 0.117 -0.261 0.11
H -0.8252 -1.5900 2.5861 0.395 0.180 -0.643 0.11
O 0.0139 0.0741 -0.0900 0.416 -0.206 0.494 0.15
H -0.2805 -0.0835 -1.0444 0.345 0.015 -0.161 0.05
H -0.2811 -0.6706 0.5362 0.052 0.494 0.161 0.07
H 0.9299 0.4626 0.1425 -0.508 -0.108 -0.143 0.09
```
Positions in Å, forces in eV/Å.

Values from the calculation:
Energy above the lowest of the compared OMol25 structures with the same formula, charge and spin in kcal/mol: 6.03
HOMO in eV: -16.66
Total charge: +1



[4]
H9O4 | ωB97M-V/def2-TZVPD

XYZ file:
```
13
Properties=species:S:1:pos:R:3:forces:R:3:mulliken_spin:R:1
O 1.0309 0.2666 -0.7452 -3.177 1.630 0.982 0.05
H 0.2724 -0.1635 -1.2613 1.542 0.674 0.375 0.00
H 0.5150 1.4311 -0.9256 -0.438 -1.845 0.639 0.00
H 0.7174 -0.0088 0.2789 1.155 1.144 -2.361 -0.01
O 0.3584 -0.5051 1.6727 1.565 -2.069 -0.399 0.31
H 0.1775 0.0495 2.4264 -0.307 0.643 1.219 -0.01
H 1.0377 -1.2097 1.9568 -0.953 1.305 -0.150 -0.01
O -0.8216 2.1093 -0.8728 3.783 0.609 -0.014 0.01
H -0.8274 2.7916 -0.1810 -0.729 -0.107 -0.237 0.00
H -1.5841 1.5803 -0.9717 -1.821 -0.394 0.141 0.00
O -0.0443 -1.8738 -0.3254 -1.153 1.616 3.266 0.69
H -0.9350 -2.0983 0.0255 -0.405 -0.187 0.037 -0.02
H 0.1031 -2.3692 -1.0772 0.938 -3.019 -3.500 -0.01
```
Positions in Å, forces in eV/Å.

Values from the calculation:
Spin multiplicity: 2
Energy above the lowest of the compared OMol25 structures with the same formula, charge and spin in kcal/mol: 78.46
HOMO (alpha / beta) in eV: -21.86 / -21.76
Total charge: +2



[5]
H9O4S | ωB97M-V/def2-TZVPD

XYZ file:
```
14
Properties=species:S:1:pos:R:3:forces:R:3:lowdin_charge:R:1
S 0.7535 -0.0012 -1.0336 0.069 0.047 0.062 0.11
H 0.5995 1.2191 -1.5728 -0.041 -0.056 -0.044 -0.34
H -2.2669 0.3350 -0.6342 -0.249 0.105 0.073 0.00
H -1.7714 1.2400 0.4330 -0.275 0.078 0.378 -0.02
O -2.6093 0.8523 0.1143 0.381 -0.217 -0.425 -0.12
H 3.1041 -1.1610 1.0255 0.036 0.045 -0.050 0.01
H 2.9065 -0.1548 -0.0808 -0.110 -0.033 -0.068 -0.11
O 3.6036 -0.5382 0.4878 0.090 -0.028 0.120 -0.15
H -1.0789 -1.6484 -0.2382 -0.139 -0.114 -0.397 -0.07
H -2.4472 -1.5301 0.3560 -0.094 -0.067 -0.112 0.01
O -1.9436 -2.1032 -0.2385 0.237 0.244 0.423 -0.12
H -0.1483 0.8917 1.9965 -0.212 0.217 0.126 0.04
H 0.2771 1.4432 0.7040 -0.072 0.068 -0.110 -0.08
O -0.2561 1.7088 1.4893 0.379 -0.289 0.024 -0.14
```
Positions in Å, forces in eV/Å.

Values from the calculation:
Energy above the lowest of the compared OMol25 structures with the same formula, charge and spin in kcal/mol: 8.13
HOMO in eV: -4.30
Total charge: -1



[6]
H9O4S | ωB97M-V/def2-TZVPD

XYZ file:
```
14
Properties=species:S:1:pos:R:3:forces:R:3:mulliken_spin:R:1
S 0.5158 -1.3064 2.1901 0.091 -0.064 0.037 1.03
H 1.0912 -0.1070 2.3737 -0.001 0.014 0.002 -0.02
H 0.3363 -2.1668 -1.7240 0.029 -0.127 0.077 0.00
H 1.7725 -2.6954 -1.4921 -0.170 0.062 -0.034 0.00
O 1.2174 -2.2032 -2.1077 0.100 0.156 -0.032 0.00
H -1.0921 2.3096 1.3090 0.011 0.195 0.134 0.00
H -1.7953 2.1553 0.0226 -0.024 0.186 -0.042 0.00
O -1.3864 2.8440 0.5646 0.003 -0.297 -0.055 0.00
H -1.3729 -0.5308 0.8587 -0.124 0.091 -0.009 -0.01
H -2.9070 -0.4039 0.8728 -0.010 0.007 -0.002 0.00
O -2.1067 0.0246 0.5554 0.074 -0.143 -0.046 0.00
H 1.7455 0.3836 -1.8379 0.161 -0.013 -0.066 0.00
H 1.7910 0.7252 -0.3714 0.073 0.178 -0.075 0.00
O 2.1905 0.9713 -1.2139 -0.213 -0.246 0.112 0.00
```
Positions in Å, forces in eV/Å.

Values from the calculation:
Spin multiplicity: 2
Energy above the lowest of the compared OMol25 structures with the same formula, charge and spin in kcal/mol: 7.02
HOMO (alpha / beta) in eV: -10.97 / -10.87
Total charge: 0



[7]
H9O4S | ωB97M-V/def2-TZVPD

XYZ file:
```
14
Properties=species:S:1:pos:R:3:forces:R:3:mulliken_spin:R:1
S -0.2635 2.6271 -1.4919 -0.011 0.073 -0.051 1.03
H 0.8347 1.8965 -1.2234 0.010 0.010 0.000 -0.03
H 0.7409 -0.4997 -0.9872 0.044 -0.141 0.147 0.00
H 1.7399 -0.2720 -2.1028 0.176 -0.064 0.045 0.00
O 1.6747 -0.3036 -1.1410 -0.300 0.173 -0.141 0.00
H -1.6753 0.9069 -0.0823 -0.005 -0.058 0.311 0.00
H -0.8648 0.8130 1.2130 -0.011 -0.145 0.159 0.00
O -1.6147 0.4119 0.7511 -0.017 0.284 -0.338 0.00
H -1.2724 -2.3954 -0.6307 -0.186 0.164 0.077 0.00
H -1.6940 -1.4748 0.5743 0.262 -0.277 -0.414 0.00
O -1.3608 -2.3603 0.3256 0.055 0.045 0.287 0.00
H 0.9583 -0.5267 1.6298 0.190 0.029 -0.145 0.00
H 1.5469 0.8460 1.2054 0.201 -0.299 -0.194 0.00
O 1.2501 0.3310 1.9602 -0.409 0.207 0.257 0.00
```
Positions in Å, forces in eV/Å.

Values from the calculation:
Spin multiplicity: 2
Energy above the lowest of the compared OMol25 structures with the same formula, charge and spin in kcal/mol: 0.00
HOMO (alpha / beta) in eV: -10.93 / -10.48
Total charge: 0



[8]
H9O5 | ωB97M-V/def2-TZVPD

XYZ file:
```
14
Properties=species:S:1:pos:R:3:forces:R:3:lowdin_charge:R:1
O -0.9099 0.0944 0.2091 -0.110 0.110 -0.070 -0.41
H -1.4727 0.6309 0.7802 0.142 -0.279 -0.096 -0.04
O -2.9574 -0.4102 -1.5124 -0.049 0.003 -0.196 -0.13
H -2.1003 -0.2873 -1.0212 -0.082 0.226 0.243 -0.03
H -3.3820 -1.1353 -1.0499 0.067 -0.064 0.017 0.00
O 1.4081 -0.0294 1.4030 0.169 -0.556 -0.057 -0.16
H 1.8399 -0.8769 1.2179 -0.204 0.322 0.069 0.00
H 0.4852 -0.1315 0.9902 0.230 0.653 -0.012 -0.04
O -0.2991 -2.3984 -0.2067 0.076 0.338 0.060 -0.14
H -0.8230 -2.7755 0.5002 -0.060 -0.254 0.133 0.00
H -0.4965 -1.4167 -0.0594 -0.125 -0.395 -0.164 -0.04
O 2.8490 2.9012 -0.0938 0.713 0.402 -0.608 -0.07
H 2.3214 3.1576 0.6577 -0.391 -0.417 0.212 0.02
H 2.5707 2.0291 -0.3878 -0.378 -0.089 0.469 0.03
```
Positions in Å, forces in eV/Å.

Values from the calculation:
Energy above the lowest of the compared OMol25 structures with the same formula, charge and spin in kcal/mol: 9.49
HOMO in eV: -5.03
Total charge: -1



[9]
H9O5 | ωB97M-V/def2-TZVPD

XYZ file:
```
14
Properties=species:S:1:pos:R:3:forces:R:3:lowdin_charge:R:1
O -0.0278 -1.1944 0.5872 -1.024 -0.538 -0.384 -0.27
H 0.8872 -1.1893 0.7802 1.262 0.126 0.443 -0.06
O -1.9129 -0.5060 2.4410 -0.399 0.043 -0.607 -0.11
H -2.7911 -0.4932 2.0578 -0.519 0.092 0.339 0.01
H -1.4093 -0.6919 1.6149 1.071 -0.220 0.536 -0.02
O -1.1006 0.2777 -0.9516 0.279 0.373 -0.264 -0.30
H -1.6010 0.7519 -0.2772 0.015 -0.055 -0.085 -0.03
H -0.4376 -0.4838 -0.2891 -0.434 0.325 0.065 -0.06
O 2.0126 -0.6479 -2.0711 0.151 0.236 0.610 -0.08
H 1.8704 -0.9219 -1.1473 -0.200 -0.133 -0.565 0.01
H 1.5868 0.2216 -2.0783 -0.089 -0.182 -0.140 0.02
O 1.0331 1.9850 -0.1361 -0.169 1.614 -0.463 -0.08
H 1.5960 1.2774 0.1217 0.306 -0.989 0.283 -0.01
H 0.2942 1.6148 -0.6521 -0.252 -0.692 0.232 -0.01
```
Positions in Å, forces in eV/Å.

Values from the calculation:
Energy above the lowest of the compared OMol25 structures with the same formula, charge and spin in kcal/mol: 17.34
HOMO in eV: -5.04
Total charge: -1



[10]
H9O5 | ωB97M-V/def2-TZVPD

XYZ file:
```
14
Properties=species:S:1:pos:R:3:forces:R:3:mulliken_spin:R:1
O -0.6412 -0.3027 0.7969 0.474 0.531 -0.225 0.00
H -0.2454 0.1318 1.5598 -0.257 -0.189 0.145 0.00
O -2.9577 -1.8524 0.7904 0.191 0.412 -0.150 0.00
H -3.5980 -1.1710 1.0201 -0.098 -0.156 0.004 0.00
H -2.1489 -1.3307 0.6224 -0.275 -0.375 0.230 0.00
O 1.4037 0.6486 -1.0613 0.253 0.083 -0.027 1.01
H 2.2759 0.3246 -1.3563 -0.061 -0.035 -0.032 -0.02
H -0.1392 0.0859 0.0639 -0.141 -0.295 0.110 0.00
O -0.5312 1.2733 -3.0654 0.057 0.084 -0.228 0.01
H -1.2370 0.7590 -2.6644 0.056 0.014 0.117 0.00
H 0.1597 1.3878 -2.4023 -0.225 -0.074 0.005 0.00
O 2.7935 0.1458 2.3790 0.634 -0.270 0.175 0.00
H 1.9432 0.2016 2.8155 -0.171 0.180 -0.253 0.00
H 2.7661 0.5521 1.5105 -0.437 0.090 0.128 0.00
```
Positions in Å, forces in eV/Å.

Values from the calculation:
Spin multiplicity: 2
Energy above the lowest of the compared OMol25 structures with the same formula, charge and spin in kcal/mol: 0.00
HOMO (alpha / beta) in eV: -10.80 / -10.80
Total charge: 0